[1]
The following is a DFT calculation (ωB97M-V/def2-TZVPD) of C27H46N7O5P2S2Ti as an isolated structure.

Positions of all 90 atoms, in Å:
Ti (-0.17396, 0.41563, -0.28453)
C (-0.63467, -2.57139, -2.58235)
C (-0.88787, -3.28750, -1.25597)
C (0.28964, -4.17117, -0.85584)
C (-1.33137, -2.34546, -0.14969)
C (-2.13988, -1.23193, -0.43436)
C (-2.69199, -0.45864, 0.59152)
C (-2.42047, -0.72420, 1.93279)
C (-3.03886, 0.09417, 3.02647)
C (-1.56491, -1.78796, 2.20734)
C (-1.03697, -2.58067, 1.19522)
H (-0.24946, -3.27871, -3.31664)
H (0.09414, -1.76326, -2.47821)
H (-1.53893, -2.13697, -3.00596)
H (-1.74775, -3.94934, -1.41955)
H (1.14524, -3.57557, -0.52824)
H (0.60168, -4.77933, -1.70463)
H (0.03246, -4.86063, -0.05234)
H (-2.43133, -1.02354, -1.45683)
H (-3.35096, 0.35942, 0.32888)
H (-3.95830, -0.37157, 3.38572)
H (-3.29598, 1.09371, 2.67452)
H (-2.36869, 0.18870, 3.88070)
H (-1.32340, -2.02211, 3.23790)
H (-0.40556, -3.41514, 1.46721)
C (4.77452, -2.73842, -0.22722)
N (3.50758, -2.18775, -0.72003)
C (3.20706, -2.56193, -2.10609)
P (2.85362, -0.84614, -0.10373)
O (1.34178, -0.88363, -0.28535)
O (3.42539, 0.40431, -0.93111)
P (2.77266, 1.89337, -1.10155)
O (1.39459, 1.81403, -0.51587)
N (3.70483, 2.91330, -0.26282)
C (5.14484, 2.99225, -0.50600)
C (3.15987, 3.95180, 0.60824)
N (2.86543, 2.17673, -2.68888)
C (3.60637, 3.28640, -3.28834)
C (2.41256, 1.15128, -3.63225)
N (3.27701, -0.63937, 1.44107)
C (2.41522, -1.20788, 2.48131)
C (4.32252, 0.27968, 1.88839)
H (4.74818, -3.81993, -0.35252)
H (4.89658, -2.51727, 0.83002)
H (5.62420, -2.34127, -0.78692)
H (3.17239, -3.64834, -2.17832)
H (3.97626, -2.18382, -2.78326)
H (2.23496, -2.17505, -2.40274)
H (5.46709, 2.18752, -1.16615)
H (5.67988, 2.90087, 0.44047)
H (5.41335, 3.94474, -0.96680)
H (2.12741, 3.72089, 0.86307)
H (3.20644, 4.93043, 0.12451)
H (3.74602, 3.99018, 1.52749)
H (3.67868, 4.11787, -2.59117)
H (3.05223, 3.63487, -4.15883)
H (4.60560, 2.97745, -3.60311)
H (1.72002, 0.46571, -3.14506)
H (3.25908, 0.59388, -4.03930)
H (1.87173, 1.63282, -4.44654)
H (1.94561, -2.12610, 2.13155)
H (1.63176, -0.50448, 2.78015)
H (3.02452, -1.44672, 3.35133)
H (5.03880, 0.46071, 1.08977)
H (4.85784, -0.17486, 2.72126)
H (3.90092, 1.23445, 2.21324)
N (1.67953, 6.63078, -4.23808)
C (0.94480, 5.61363, -3.70753)
C (0.90554, 5.40294, -2.31920)
C (0.20402, 4.33851, -1.79354)
C (-0.48505, 3.47177, -2.63395)
C (-0.47160, 3.67837, -4.01385)
C (0.24595, 4.72522, -4.54371)
S (-1.40448, 2.11574, -2.05341)
O (-0.57625, 0.85504, -2.22853)
O (-2.64609, 2.04361, -2.73794)
N (-1.55237, 2.07609, -0.48028)
C (-1.15851, 2.57167, 0.72846)
S (-1.57636, 4.02125, 1.53648)
C (-0.69163, 3.47488, 2.91107)
C (-0.20618, 2.22780, 2.71020)
N (-0.46433, 1.72442, 1.45789)
H (1.96756, 7.38294, -3.63527)
H (1.52361, 6.89450, -5.19657)
H (1.41349, 6.09436, -1.65805)
H (0.19466, 4.19627, -0.72305)
H (-1.03640, 3.03164, -4.67285)
H (0.24926, 4.88698, -5.61401)
H (-0.60537, 4.07997, 3.79783)
H (0.35360, 1.64521, 3.42467)

Results
HOMO-LUMO gap (spin up / spin down) = 7.7 / 8.2 eV
2S+1 = 2
HOMO (spin up / spin down) = -13.259 / -13.272 eV
net charge = +2
ΔE to the lowest compared entry with this formula, charge and spin = 0.522 eV

Löwdin atomic charge list, values in e, 6 entries:
1. Ti 1.122
2. C -0.055
3. C -0.344
4. C -0.061
5. C -0.203
6. C -0.093

---

[2]
The following is a DFT calculation (ωB97M-V/def2-TZVPD) of a 3-piece molecular cluster, C27H47Br2N5O overall.

Positions of all 82 atoms, in Å:
C (-1.08534, -1.24032, 1.51944)
C (-1.19106, 0.28464, 1.20858)
C (-0.37018, 1.21230, 2.16265)
Br (1.44929, 1.34982, 1.44443)
C (-0.43681, 0.84614, 3.64749)
C (0.67872, 0.56868, 4.39665)
C (0.62660, 0.25131, 5.79394)
N (1.80799, -0.01241, 6.42960)
C (1.67415, -0.26692, 7.71085)
C (0.39268, -0.27105, 8.37690)
C (0.38104, -0.54474, 9.89616)
C (0.07829, -2.03589, 10.24533)
N (0.21577, -2.13339, 11.71431)
N (1.09186, -2.97652, 9.68510)
N (-1.27390, -2.45742, 9.92384)
N (-0.77906, -0.06353, 7.80309)
C (-0.60536, 0.20285, 6.47068)
C (-1.78650, 0.46644, 5.68643)
C (-1.72325, 0.77366, 4.35124)
C (-3.02288, 1.07523, 3.58044)
C (-4.22461, 1.35258, 4.48365)
O (-4.48009, 2.40421, 4.97027)
Br (-5.43637, -0.16821, 4.86826)
H (-2.10747, -1.65989, 1.48899)
H (-0.54758, -1.48239, 2.44747)
H (-0.53499, -1.72541, 0.69442)
H (-0.76392, 0.43219, 0.19963)
H (-2.21977, 0.67164, 1.15318)
H (-0.81204, 2.22372, 2.06949)
H (1.66697, 0.58988, 3.92410)
H (2.57409, -0.47013, 8.30572)
H (-0.43624, 0.07509, 10.30067)
H (1.34172, -0.20434, 10.32506)
H (1.15685, -2.40171, 11.97294)
H (-0.47160, -2.77788, 12.08396)
H (0.80067, -3.21592, 8.73765)
H (1.94914, -2.42739, 9.64362)
H (-1.30809, -2.90661, 9.01337)
H (-1.91826, -1.67293, 9.93250)
H (-2.75801, 0.40928, 6.19348)
H (-3.20773, 0.25772, 2.86596)
H (-2.83069, 1.98244, 2.97430)
C (2.10632, -1.41778, -1.19131)
C (3.02683, -1.54970, -2.39982)
C (3.25948, -0.22105, -3.11972)
C (2.00166, 0.41634, -3.71434)
C (1.24702, -0.45942, -4.71442)
C (2.07039, -0.80136, -5.95186)
H (1.11010, -1.07230, -1.47649)
H (1.99094, -2.38521, -0.69782)
H (2.51860, -0.71611, -0.46386)
H (2.62671, -2.29728, -3.09037)
H (3.99388, -1.93258, -2.06142)
H (4.00175, -0.37237, -3.90884)
H (3.71017, 0.48990, -2.41942)
H (2.28863, 1.35082, -4.20812)
H (1.31837, 0.70215, -2.90905)
H (0.34596, 0.07478, -5.03185)
H (0.90374, -1.38057, -4.23534)
H (2.37871, 0.10683, -6.47558)
H (1.47896, -1.40555, -6.64287)
H (2.96476, -1.37253, -5.69762)
C (-0.84626, 2.66701, -6.87258)
C (-1.65764, 1.63703, -7.65266)
C (-0.78882, 0.56018, -8.30341)
C (0.20172, 1.07751, -9.34872)
C (-0.42982, 1.84396, -10.51094)
C (-1.38463, 0.99235, -11.34135)
H (-0.15709, 3.21333, -7.51866)
H (-1.50986, 3.39845, -6.40752)
H (-0.26710, 2.18702, -6.08006)
H (-2.27202, 2.14172, -8.40319)
H (-2.35422, 1.14878, -6.96469)
H (-1.44049, -0.19249, -8.75694)
H (-0.22696, 0.03642, -7.52361)
H (0.75855, 0.22357, -9.74869)
H (0.94505, 1.71838, -8.86557)
H (0.37048, 2.20637, -11.16265)
H (-0.95258, 2.73207, -10.14549)
H (-0.86764, 0.12600, -11.75993)
H (-1.78954, 1.57546, -12.17075)
H (-2.22814, 0.63503, -10.74831)

Results
HOMO-LUMO gap = 8.7 eV
HOMO = -9.181 eV
SMILES = CC[C@H](Br)c1cc2ncc(CC(N)(N)N)nc2cc1CC(=O)Br.CCCCCC.CCCCCC

Löwdin atomic charge list, values in e, 6 entries:
1. C -0.076
2. C -0.287
3. C -0.620
4. Br 0.766
5. C -0.204
6. C 0.000

---

The evaluated E for the records listed, in turn: -4144.3028; -6554.0661 Eh.